Molecular formula: C24H33N5O5S
Method: DFT, ωB97M-V/def2-TZVPD

The HOMO energy comes out at -8.132 eV. The HOMO-LUMO gap is 0.29506 Eh. As for the lowest unoccupied orbital energy: -0.10 eV. The value obtained for the relative energy (zero: lowest compared OMol25 entry of this formula, charge and spin) is 0.0 kJ/mol.

Structure (ORCA input):
```
! wB97M-V def2-TZVPD RIJCOSX def2/J DEFGRID3
* xyz 0 1
C -2.854 -0.911 -4.653
H -3.671 -0.437 -4.114
H -3.263 -1.395 -5.537
H -2.159 -0.138 -4.974
C -2.137 -1.928 -3.767
C -1.028 -2.615 -4.559
H -1.435 -3.086 -5.451
H -0.539 -3.382 -3.963
H -0.285 -1.882 -4.865
C -1.582 -1.229 -2.522
C -1.056 -2.201 -1.466
N -0.784 -1.511 -0.227
C 0.399 -1.549 0.394
O 1.351 -2.215 0.032
C 0.473 -0.692 1.676
N 0.268 0.740 1.438
C -0.954 1.275 1.208
O -1.973 0.609 1.037
C -1.052 2.742 1.222
C -0.590 3.666 2.150
N 0.269 3.450 3.179
H 0.333 2.521 3.557
H 0.338 4.233 3.821
C -1.107 4.958 1.824
N -1.886 5.004 0.762
S -2.092 3.546 0.097
C -0.850 6.163 2.639
O -0.198 6.129 3.671
N -1.412 7.283 2.150
H -1.957 7.233 1.306
H -1.313 8.151 2.648
C 1.495 1.465 1.133
C 2.175 0.835 -0.058
C 3.428 0.261 0.057
C 4.041 -0.387 -1.012
C 3.338 -0.450 -2.188
C 2.074 0.129 -2.312
C 1.475 0.785 -1.269
H 0.496 1.225 -1.370
O 1.603 -0.078 -3.582
C 2.593 -0.841 -4.239
O 3.693 -1.023 -3.377
H 2.920 -0.313 -5.148
H 2.178 -1.823 -4.518
H 5.013 -0.839 -0.918
H 3.948 0.307 1.002
H 1.251 2.504 0.911
H 2.159 1.441 2.002
H 1.506 -0.784 2.024
C -0.459 -1.226 2.770
H -0.255 -0.676 3.695
H -1.496 -1.036 2.494
C -0.288 -2.728 3.030
C -1.264 -3.160 4.123
H -2.287 -2.910 3.847
H -1.206 -4.233 4.283
H -1.029 -2.660 5.061
C 1.144 -3.083 3.424
H 1.482 -2.460 4.250
H 1.195 -4.123 3.738
H 1.817 -2.956 2.580
H -0.534 -3.268 2.110
H -1.509 -0.903 0.147
H -0.121 -2.670 -1.780
H -1.801 -2.985 -1.284
H -0.783 -0.549 -2.821
H -2.380 -0.635 -2.067
H -2.863 -2.685 -3.447
*
```

These are the natural (NBO) partial charges, in e, on atoms 1 to 8: number 1, C, carries -0.598; number 2, H, carries 0.206; number 3, H, carries 0.206; number 4, H, carries 0.202; number 5, C, carries -0.211; number 6, C, carries -0.608; number 7, H, carries 0.208; number 8, H, carries 0.208